Entry 1:
29
Properties=species:S:1:pos:R:3:forces:R:3:mulliken_charge:R:1 method="wB97M-V/def2-TZVPD" homo_lumo_gap_ev=8.96 relative_energy_kcal_mol=0.00 total_charge=+1 energy_ha=-1038.26659
C 1.082 0.177 -2.757 0.2 2.1 -0.5 -0.57
C 0.226 0.533 -3.860 -0.6 -1.4 -0.5 -0.24
C -0.726 -0.566 -4.017 2.0 -0.9 -1.1 -0.81
C -0.312 -1.613 -3.103 0.1 1.0 -1.3 -0.26
C 0.734 -1.072 -2.278 -0.2 -2.0 0.1 -0.52
Sn -1.344 0.328 -2.033 -1.3 0.4 1.8 0.78
P -0.360 2.794 -0.877 -0.3 0.9 -0.1 -0.14
H 1.849 0.857 -2.334 -0.5 -0.7 -0.4 0.49
H 0.388 1.269 -4.659 -0.3 0.2 1.0 0.44
H -1.579 -0.607 -4.719 0.9 -0.1 0.3 0.51
H 1.238 -1.626 -1.471 -0.4 0.5 -0.5 0.42
H -0.595 -2.646 -3.261 -0.4 0.1 0.8 0.49
H -0.939 3.374 0.290 0.4 0.0 -0.4 0.14
H 0.102 3.927 -1.595 -0.2 0.0 0.3 0.14
H 0.874 2.427 -0.376 0.4 0.2 0.2 0.09
C 0.444 -0.982 4.525 0.0 -0.3 0.4 -1.37
C 0.070 -0.684 3.108 0.0 -0.1 0.3 1.03
C 1.001 -0.077 2.276 -0.1 0.2 -0.6 -0.98
C 0.610 0.276 0.996 0.1 -0.4 0.4 -0.20
N -0.612 0.018 0.517 -0.1 0.4 -0.1 0.09
C -1.513 -0.587 1.303 0.6 -0.1 0.3 -0.37
C -1.197 -0.981 2.600 0.0 0.2 -0.3 -0.74
H 1.300 -1.665 4.578 -0.2 0.1 -0.1 0.33
H 0.736 -0.073 5.067 -0.1 -0.1 -0.2 0.33
H -0.393 -1.440 5.054 0.1 0.0 0.0 0.35
H 2.022 0.129 2.587 -0.2 0.0 0.2 0.40
H 1.326 0.802 0.360 -0.3 -0.5 0.0 0.46
H -2.506 -0.768 0.888 0.3 0.0 0.0 0.35
H -1.928 -1.525 3.192 0.1 0.2 0.0 0.36

---

Entry 2:
40
Properties=species:S:1:pos:R:3:forces:R:3:mulliken_charge:R:1 method="wB97M-V/def2-TZVPD" homo_lumo_gap_ev="9.15 / 7.75" relative_energy_kcal_mol=0.00 total_charge=+1 multiplicity=2 energy_ha=-5313.01873
Ni 0.013 -3.422 0.317 -0.6 -0.1 0.9 0.58
O 0.200 -4.321 -1.212 0.9 0.2 -0.1 -0.11
O 1.347 -3.917 -0.751 -0.4 -0.6 -0.7 -0.09
F 0.672 -2.550 1.843 0.2 0.4 0.3 -0.71
Sb 0.026 -1.453 3.442 0.0 -0.1 -0.1 2.29
F 1.184 -0.095 2.843 0.1 0.0 -0.2 -0.55
F 1.374 -2.241 4.427 0.1 -0.1 0.1 -0.48
F -0.694 -0.371 4.765 0.0 0.0 0.0 -0.51
F -1.180 -2.844 3.689 -0.1 -0.1 0.1 -0.51
F -1.191 -0.749 2.128 0.0 0.2 -0.1 -0.52
C -1.573 1.477 0.286 0.1 0.1 0.0 -1.23
As -0.710 0.092 -0.697 -0.2 0.6 0.0 1.31
C -1.025 0.377 -2.551 -0.1 -0.2 -0.1 -1.21
C 1.156 -0.130 -0.366 0.2 0.0 0.1 -0.34
C 1.803 1.147 -0.844 0.0 0.0 0.0 -0.26
C 2.281 1.271 -2.146 0.0 0.0 0.0 -0.29
C 2.860 2.459 -2.561 0.0 0.0 0.0 -0.66
C 2.962 3.530 -1.683 0.0 -0.1 0.0 -0.46
C 2.494 3.406 -0.382 0.0 0.0 0.0 -0.73
C 1.919 2.217 0.040 0.0 0.1 0.0 -0.14
H -1.230 2.422 -0.137 0.0 0.0 0.0 0.48
H -1.318 1.418 1.339 0.0 -0.1 0.0 0.37
H -2.646 1.378 0.127 0.0 0.0 0.0 0.45
H -0.642 1.350 -2.848 0.0 0.1 0.1 0.43
H -2.101 0.326 -2.711 0.0 0.0 0.0 0.43
H -0.529 -0.399 -3.132 0.0 0.0 0.0 0.41
H 1.483 -1.016 -0.913 0.0 0.0 0.0 0.60
H 1.295 -0.259 0.703 0.0 -0.2 0.1 0.20
H 2.225 0.433 -2.831 0.0 0.0 0.0 0.42
H 3.243 2.546 -3.569 0.0 0.0 0.0 0.42
H 3.420 4.453 -2.008 0.0 0.0 0.0 0.41
H 2.592 4.229 0.311 0.0 0.0 0.0 0.43
H 1.582 2.109 1.065 0.0 0.0 0.0 0.47
C -3.653 -1.633 0.749 0.0 0.1 0.1 -1.12
C -2.282 -2.106 0.449 -0.2 -0.2 0.1 1.19
O -1.824 -3.156 0.866 0.2 0.2 -0.4 -0.47
O -1.572 -1.429 -0.481 -0.1 -0.3 -0.3 -0.49
H -4.091 -2.249 1.528 0.0 0.0 0.0 0.36
H -4.245 -1.707 -0.164 0.0 0.0 0.0 0.36
H -3.625 -0.593 1.071 0.0 0.0 0.0 0.29

---

Entry 3:
43
Properties=species:S:1:pos:R:3:forces:R:3:mulliken_charge:R:1 method="wB97M-V/def2-TZVPD" homo_lumo_gap_ev=7.95 relative_energy_kcal_mol=22.81 total_charge=-1 energy_ha=-2274.01114
Pd -0.461 0.849 -0.581 -1.0 0.3 0.1 0.38
O -2.517 0.816 -1.250 0.1 -0.7 -0.6 -0.69
S -1.872 0.643 -2.630 -0.3 0.4 1.5 1.26
O -2.740 0.929 -3.735 0.0 0.2 -0.1 -0.66
O -1.211 -0.663 -2.678 -0.3 -0.4 -0.6 -0.50
O -0.748 1.712 -2.455 0.2 -0.6 0.0 -0.70
C 2.020 -0.463 -5.477 0.1 0.0 -0.1 -1.44
C 1.057 -0.456 -4.305 0.0 -0.1 0.0 0.01
N 1.608 0.272 -3.159 0.0 0.0 0.0 -0.05
C 1.791 -0.139 -1.911 0.1 0.3 0.1 0.57
S 1.712 1.074 -0.639 1.6 0.0 0.0 -0.59
N 2.104 -1.373 -1.535 -0.2 -0.2 0.1 -0.10
C 2.263 -2.587 -2.324 0.1 0.1 0.0 -0.50
C 1.025 -3.468 -2.305 0.0 -0.1 0.0 -0.84
H 1.584 -0.995 -6.322 0.0 0.0 0.0 0.37
H 2.963 -0.946 -5.217 0.0 0.0 0.0 0.30
H 2.248 0.552 -5.804 0.0 0.0 0.0 0.37
H 0.764 -1.457 -4.002 0.0 0.1 -0.1 0.01
H 0.121 0.048 -4.554 0.1 -0.1 -0.1 0.28
H 1.322 1.245 -3.150 -0.1 0.0 0.0 0.35
H 2.030 -1.485 -0.532 0.1 0.0 -0.1 0.23
H 3.121 -3.116 -1.899 -0.1 0.0 0.0 0.40
H 2.553 -2.305 -3.335 -0.1 0.0 0.0 0.13
H 0.864 -3.878 -1.307 0.0 0.0 0.0 0.38
H 1.150 -4.303 -2.997 0.0 0.0 0.0 0.32
H 0.132 -2.903 -2.569 0.0 0.1 -0.1 0.15
F -0.930 4.376 5.533 0.0 0.0 0.0 -0.32
C -1.340 3.104 5.426 -0.1 -0.2 0.1 0.30
C -0.728 2.234 4.615 0.1 0.2 0.1 -0.10
N -1.117 0.919 4.516 0.0 0.1 -0.1 0.13
C -0.438 0.044 3.570 0.1 -0.1 0.1 -1.08
C -0.477 0.551 2.129 0.2 -0.2 -0.5 1.26
O -0.200 -0.344 1.260 -0.4 0.7 -0.3 -0.75
O -0.705 1.734 1.874 -0.1 0.0 0.6 -0.63
C -2.177 0.429 5.240 -0.1 0.1 0.2 0.54
O -2.556 -0.722 5.214 0.0 -0.1 0.0 -0.65
N -2.801 1.370 6.049 0.0 -0.1 -0.1 -0.08
C -2.494 2.711 6.220 0.1 0.2 0.0 0.32
O -3.136 3.426 6.961 0.0 0.0 0.0 -0.64
H 0.101 2.526 3.988 0.0 0.0 0.0 0.45
H -0.897 -0.939 3.641 0.0 0.1 0.0 0.38
H 0.610 -0.051 3.871 0.0 0.0 -0.1 0.24
H -3.598 1.025 6.564 0.0 0.0 0.0 0.22

---

Entry 4:
34
Properties=species:S:1:pos:R:3:forces:R:3:mulliken_charge:R:1 method="wB97M-V/def2-TZVPD" homo_lumo_gap_ev=8.95 relative_energy_kcal_mol=3.17 energy_ha=-1480.24416
O 1.985 -2.284 -1.871 -2.4 -1.4 2.3 -0.49
O 2.135 -4.625 -1.325 -0.7 -0.2 1.9 -0.56
I 2.830 -2.766 1.855 -1.9 1.2 -1.1 0.04
O 0.227 -3.928 -2.665 1.9 0.9 3.1 -0.61
O 0.039 -3.314 -0.255 2.5 -1.1 -0.9 -0.49
C 1.205 -0.078 1.286 -1.5 -1.8 -2.2 -0.53
C -0.811 0.303 -0.144 1.2 -1.4 0.7 -1.24
C 1.161 -1.488 0.886 1.2 1.6 2.6 -0.60
C 0.132 -2.022 0.126 -0.3 3.1 0.1 0.64
C -0.783 -1.140 -0.478 -0.9 3.3 0.9 1.52
C 0.239 0.826 0.682 0.6 -1.5 0.6 -0.03
N -1.790 -2.453 -2.452 -0.8 -1.2 0.4 -0.57
C -1.995 -1.661 -1.221 -0.5 -0.1 -0.5 -0.99
C 1.703 2.791 1.483 0.7 0.6 -0.5 -1.93
C -0.204 3.199 -0.098 1.6 -0.2 0.0 -2.11
C -0.655 2.600 2.148 -0.7 0.7 1.7 -1.72
C 0.304 2.312 1.037 0.0 0.6 0.1 2.41
S 1.270 -3.497 -1.406 0.5 -0.9 -7.2 1.09
H -0.592 -3.322 -2.472 0.1 -0.2 -0.6 0.58
H 1.972 0.221 2.006 -0.4 0.1 -0.5 0.33
H -1.655 1.041 -0.391 1.4 -1.6 -0.2 0.14
H -2.521 -3.182 -2.671 0.8 1.4 0.6 0.28
H -1.671 -1.864 -3.251 0.0 0.3 -0.5 0.28
H -2.483 -2.276 -0.478 -0.6 -0.3 -0.1 0.31
H -2.646 -0.831 -1.514 0.1 0.1 0.6 0.40
H 1.978 2.634 2.549 -0.2 -0.5 -0.8 0.33
H 2.453 2.437 0.759 0.1 -0.4 0.6 0.49
H 1.833 3.880 1.355 -0.6 -0.2 0.1 0.42
H -1.248 3.342 0.029 -1.3 -0.8 -1.1 0.49
H 0.262 2.862 -1.040 -0.9 0.5 0.0 0.36
H 0.077 4.204 0.160 0.8 0.6 -0.2 0.57
H -0.297 2.101 3.047 -0.3 0.0 0.3 0.41
H -0.779 3.694 2.383 0.6 -0.8 -0.3 0.36
H -1.676 2.285 1.944 0.0 -0.4 -0.1 0.42

---

Entry 5:
34
Properties=species:S:1:pos:R:3:forces:R:3:mulliken_charge:R:1 method="wB97M-V/def2-TZVPD" homo_lumo_gap_ev=7.66 total_charge=+2 energy_ha=-922.46697
Ir 0.263 -0.855 0.092 0.2 -1.0 0.8 1.49
N -0.346 -2.597 -0.955 -0.3 0.5 -0.4 -0.69
C 0.688 -3.547 -1.472 -0.1 -0.4 -0.4 -0.59
C 1.668 -2.832 -2.368 0.1 0.8 0.4 -0.44
C 2.518 -1.902 -1.529 0.4 -1.2 -0.7 0.47
O 3.692 -2.039 -1.399 -0.2 0.6 0.2 -0.45
O 1.863 -0.851 -0.954 0.4 0.5 0.3 -0.63
H -0.944 -3.096 -0.296 0.0 0.0 0.0 0.39
H -0.963 -2.331 -1.723 0.0 -0.1 -0.1 0.34
H 0.198 -4.345 -2.032 -0.2 0.1 0.1 0.42
H 1.177 -4.023 -0.621 0.1 0.1 0.0 0.37
H 1.167 -2.179 -3.090 -0.2 -0.4 -0.2 0.26
H 2.314 -3.536 -2.884 0.0 0.0 0.0 0.34
C 1.139 1.077 3.884 0.0 0.0 0.0 -1.23
C 0.244 0.711 2.757 0.2 -0.1 -0.3 0.98
O 0.607 -0.227 1.966 -0.1 0.6 0.1 -0.62
N -0.903 1.330 2.574 -0.2 0.0 0.1 0.03
C -1.871 0.947 1.551 0.2 0.1 0.0 -1.72
C -1.495 1.542 0.223 0.0 -0.1 0.0 1.22
C -2.020 2.732 -0.236 0.0 0.0 0.0 -0.75
C -1.581 3.258 -1.442 0.0 0.0 0.0 -0.33
C -0.613 2.572 -2.160 0.0 0.0 0.0 -0.72
C -0.124 1.385 -1.661 0.0 -0.1 0.0 -0.10
N -0.566 0.876 -0.491 0.0 -0.1 -0.5 -0.21
H 1.787 0.236 4.115 0.0 0.0 0.0 0.37
H 0.574 1.373 4.766 0.0 0.0 0.0 0.40
H 1.766 1.915 3.569 0.0 0.0 0.0 0.33
H -1.122 2.101 3.190 -0.1 -0.1 0.1 0.28
H -2.860 1.264 1.873 0.0 0.1 0.0 0.55
H -1.897 -0.146 1.487 0.0 0.0 0.1 0.36
H -2.773 3.239 0.352 0.0 0.0 0.0 0.44
H -1.987 4.190 -1.812 0.0 0.0 0.0 0.46
H -0.233 2.944 -3.101 0.0 0.0 0.0 0.46
H 0.633 0.812 -2.174 0.0 0.0 0.0 0.51

---

Entry 6:
34
Properties=species:S:1:pos:R:3:forces:R:3:mulliken_charge:R:1 method="wB97M-V/def2-TZVPD" homo_lumo_gap_ev="5.40 / 7.05" relative_energy_kcal_mol=35.28 total_charge=+2 energy_ha=-2381.04684
O -0.019 3.275 -0.089 0.0 -3.9 0.2 -0.19
C -0.022 2.123 -0.031 0.0 6.5 -0.7 0.20
Lu -0.015 -0.044 0.330 0.6 0.8 0.9 0.94
C 0.014 -2.126 -0.103 0.0 -5.3 -0.9 0.20
O 0.021 -3.257 -0.150 0.0 1.5 -0.1 -0.13
C 0.003 0.031 -2.288 -0.7 -6.4 -3.2 0.05
O -0.095 -1.084 -2.890 0.7 7.0 3.4 -0.23
C 2.098 -0.001 -0.273 6.7 0.1 -1.0 0.20
O 3.246 0.037 -0.415 -4.2 -0.1 0.4 -0.19
C -2.094 -0.019 -0.260 -8.0 0.0 -1.3 0.25
O -3.252 -0.009 -0.414 5.2 0.0 0.6 -0.20
H 0.095 1.079 -2.637 0.0 -0.3 -0.8 0.39
C -2.532 0.297 4.134 1.0 0.3 0.2 -1.46
C -1.080 0.769 4.159 -0.8 0.0 1.4 -0.72
P -0.180 0.181 2.795 0.7 -0.5 1.0 0.63
C 1.449 1.161 2.932 -1.5 -0.4 -0.4 -0.36
C 2.017 1.171 4.331 0.2 -0.2 -1.0 -1.42
C -0.153 -1.736 3.065 -0.8 1.6 -1.0 -0.59
C 0.107 -2.134 4.485 0.5 -0.2 -0.6 -1.42
H -2.989 0.632 3.236 -0.7 0.2 -0.8 0.41
H -3.030 0.735 4.962 -0.7 0.3 0.7 0.41
H -2.605 -0.767 4.205 -0.1 -0.7 0.1 0.35
H -1.023 1.843 4.119 -0.1 0.6 0.1 0.51
H -0.572 0.460 5.087 -0.2 0.1 -0.3 0.50
H 2.145 0.797 2.186 0.5 -0.1 0.0 0.28
H 1.140 2.172 2.603 0.1 -0.3 0.2 0.37
H 2.281 0.176 4.606 0.3 -0.7 0.5 0.31
H 2.898 1.761 4.282 0.9 0.5 0.3 0.44
H 1.347 1.600 5.032 -0.6 0.3 0.6 0.38
H -1.166 -2.051 2.722 0.5 0.2 0.2 0.49
H 0.539 -2.174 2.360 0.5 -0.3 0.0 0.52
H -0.625 -1.765 5.162 -0.6 0.3 0.5 0.36
H 0.092 -3.199 4.503 0.0 -0.9 0.3 0.42
H 1.087 -1.805 4.762 0.6 0.1 0.5 0.31

---

Entry 7:
31
Properties=species:S:1:pos:R:3:forces:R:3:mulliken_charge:R:1 method="wB97M-V/def2-TZVPD" homo_lumo_gap_ev="6.66 / 6.57" relative_energy_kcal_mol=66.10 total_charge=+2 energy_ha=-1010.89204
C 3.612 -0.707 -0.678 -0.1 -0.7 -0.5 -0.22
C 3.364 -0.417 0.654 0.3 0.3 1.1 -0.55
C 2.604 -0.372 -1.611 0.5 -0.5 3.2 -1.00
C 2.179 0.153 1.101 0.4 -2.0 -3.5 -0.06
C 1.371 0.015 -1.149 0.5 -0.4 -0.6 0.16
C -2.418 0.233 0.999 1.8 -2.1 -2.5 -0.29
C -3.570 -0.511 0.555 -0.5 -0.2 -1.1 -0.63
C -1.228 -1.176 -0.397 -2.1 -1.1 1.1 0.08
C -0.538 -2.323 0.220 1.1 0.5 1.7 -1.12
C -0.345 3.050 -0.213 1.4 -1.5 -1.2 0.02
C -0.068 0.614 0.688 -1.6 3.5 0.2 -1.43
N 1.125 0.178 0.188 2.6 0.7 0.3 0.30
N -1.242 -0.014 0.463 -2.4 -0.6 0.6 0.35
O -1.449 3.077 -0.865 -0.4 -0.2 2.8 -0.31
S -3.001 -1.526 -0.790 0.9 -0.4 -1.0 -0.03
H 4.508 -1.315 -0.974 -0.9 1.0 0.2 0.41
H 4.053 -0.697 1.458 0.1 0.3 -0.5 0.40
H 2.728 -0.616 -2.597 0.2 -0.2 -2.4 0.47
H 2.061 0.344 2.121 -0.8 0.4 1.2 0.45
H 0.592 0.059 -1.924 0.1 0.5 1.0 0.48
H -2.647 1.074 1.468 0.0 3.7 2.8 0.56
H -4.043 -1.128 1.281 -0.3 -0.4 1.1 0.37
H -4.336 0.188 0.206 0.0 0.0 0.0 0.42
H -0.676 -0.977 -1.214 0.9 1.1 -3.0 -0.09
H 0.413 -2.109 0.788 -1.2 -0.3 -0.4 0.22
H -0.355 -3.031 -0.502 1.0 -1.4 -2.1 0.48
H -1.290 -2.843 0.713 -0.9 -0.9 2.2 0.48
H 0.696 3.039 -0.657 -1.5 0.3 0.1 0.32
H -0.418 3.159 0.836 -0.3 0.4 0.8 0.30
H -0.067 1.203 1.568 0.5 -0.1 0.8 1.05
H -1.615 3.377 -1.736 0.6 0.3 -2.1 0.40